# 1
A molecular structure, C32H30N2O2P2Zn, computed with ωB97M-V/def2-TZVPD.

Cartesian coordinates (Å):
Zn (-0.1282, -0.2270, 0.0255)
C (-2.3852, 2.2343, -0.1655)
P (-2.6518, 0.4089, -0.1156)
C (-3.1420, 0.0147, -1.8251)
C (-2.5925, 0.7206, -2.8926)
C (-2.9082, 0.3684, -4.1983)
C (-3.7665, -0.6923, -4.4471)
C (-4.3064, -1.4083, -3.3856)
C (-3.9915, -1.0605, -2.0813)
C (-4.2208, 0.2973, 0.8104)
C (-4.2480, -0.3493, 2.0413)
C (-5.4209, -0.4105, 2.7852)
C (-6.5775, 0.1762, 2.2966)
C (-6.5629, 0.8207, 1.0640)
C (-5.3929, 0.8791, 0.3235)
C (-0.9554, 2.5883, -0.4750)
C (-0.3931, 3.8213, -0.7148)
C (0.9971, 3.6044, -0.9200)
C (1.2087, 2.2497, -0.8047)
C (2.4580, 1.4375, -0.9878)
P (2.5726, 0.1325, 0.3125)
C (3.5746, 0.8457, 1.6593)
C (3.7309, 0.0717, 2.8130)
C (4.4595, 0.5381, 3.8950)
C (5.0229, 1.8072, 3.8524)
C (4.8495, 2.5968, 2.7262)
C (4.1310, 2.1205, 1.6358)
C (3.6673, -1.1275, -0.4463)
C (4.8440, -1.5746, 0.1530)
C (5.5920, -2.5887, -0.4313)
C (5.1724, -3.1712, -1.6178)
C (3.9958, -2.7405, -2.2151)
C (3.2456, -1.7310, -1.6333)
N (0.0179, 1.6223, -0.5353)
H (-2.6857, 2.6107, 0.8150)
H (-3.0686, 2.6692, -0.8982)
H (-1.9058, 1.5398, -2.7078)
H (-2.4772, 0.9234, -5.0221)
H (-4.0109, -0.9658, -5.4659)
H (-4.9701, -2.2428, -3.5752)
H (-4.4156, -1.6247, -1.2580)
H (-3.3436, -0.8109, 2.4221)
H (-5.4326, -0.9188, 3.7408)
H (-7.4940, 0.1302, 2.8712)
H (-7.4668, 1.2762, 0.6790)
H (-5.3888, 1.3677, -0.6445)
H (-0.9112, 4.7686, -0.7389)
H (1.7482, 4.3510, -1.1356)
H (3.3401, 2.0738, -0.9976)
H (2.4475, 0.9058, -1.9421)
H (3.2871, -0.9188, 2.8571)
H (4.5811, -0.0829, 4.7739)
H (5.5885, 2.1787, 4.6975)
H (5.2720, 3.5933, 2.6914)
H (4.0008, 2.7645, 0.7772)
H (5.1982, -1.1207, 1.0703)
H (6.5050, -2.9232, 0.0467)
H (5.7539, -3.9641, -2.0705)
H (3.6434, -3.2074, -3.1264)
H (2.2989, -1.4540, -2.0823)
N (-0.1300, -1.5890, 1.7063)
C (-0.0945, -2.9386, 1.0808)
C (0.2176, -2.9359, -0.4290)
O (0.5687, -3.9869, -0.9229)
O (0.0424, -1.8105, -1.0466)
H (0.7366, -1.4044, 2.1982)
H (-0.8716, -1.5367, 2.3932)
H (-1.0804, -3.3942, 1.1750)
H (0.6212, -3.5975, 1.5663)

spin multiplicity: 1
highest occupied orbital energy: -7.32 eV
LUMO level: 0.11 eV
Kohn-Sham gap: 0.27320 Eh

Population analysis type Mulliken, resulting atomic charges in e: 0.54 -1.26 0.87 0.59 -0.29 -0.80 -0.47 -0.66 -0.50 0.20 -0.13 -0.63 -0.43 -0.70 -0.27 -0.05 -1.06 -1.01 0.42 -1.38 0.69 0.51 -0.40 -0.64 -0.50 -0.70 -0.42 0.87 -0.49 -0.69 -0.50 -0.77 -0.38 0.74 0.58 0.49 0.26 0.42 0.39 0.40 0.41 0.27 0.41 0.38 0.40 0.34 0.51 0.45 0.55 0.43 0.32 0.40 0.38 0.40 0.21 0.35 0.40 0.38 0.39 0.24 -0.45 -0.49 0.69 -0.71 -0.68 0.15 0.31 0.38 0.34

# 2
A molecular structure, C32H30N5O2PtS2, computed with ωB97M-V/def2-TZVPD.

Cartesian coordinates (Å):
Pt (1.0198, 1.4491, -1.4012)
C (3.7210, 2.8960, -1.6503)
N (3.1346, 1.5358, -1.4881)
C (3.5343, 0.9271, -0.1878)
C (2.8132, 1.5971, 0.9661)
N (1.3260, 1.5917, 0.7950)
C (0.7057, 0.4188, 1.4527)
C (0.7735, 2.8536, 1.3115)
C (0.6621, 3.0623, 2.6822)
C (0.1991, 4.2723, 3.1645)
C (-0.1490, 5.2800, 2.2720)
C (-0.0215, 5.0811, 0.9114)
C (0.4557, 3.8651, 0.4164)
S (0.6864, 3.7163, -1.3200)
C (3.5570, 0.7393, -2.6541)
C (4.7892, 0.1064, -2.6871)
C (5.1518, -0.6279, -3.8072)
C (4.2850, -0.7138, -4.8876)
C (3.0583, -0.0694, -4.8550)
C (2.6855, 0.6724, -3.7385)
S (1.1367, 1.5181, -3.6998)
H (4.8090, 2.8069, -1.6514)
H (3.3912, 3.5538, -0.8535)
H (3.3795, 3.3053, -2.5973)
H (4.6111, 1.0259, -0.0355)
H (3.2929, -0.1341, -0.2318)
H (3.1291, 2.6339, 1.0586)
H (3.0826, 1.0942, 1.8981)
H (0.9113, 0.4165, 2.5233)
H (1.1117, -0.4945, 1.0207)
H (-0.3687, 0.4536, 1.2892)
H (0.9377, 2.2830, 3.3806)
H (0.1092, 4.4287, 4.2303)
H (-0.5224, 6.2258, 2.6408)
H (-0.2906, 5.8651, 0.2152)
H (5.4745, 0.1746, -1.8524)
H (6.1085, -1.1308, -3.8308)
H (4.5607, -1.2946, -5.7573)
H (2.3726, -0.1470, -5.6886)
C (-5.0686, -1.1343, 5.0404)
O (-5.8416, -1.8854, 4.1215)
C (-5.2049, -2.4608, 3.0767)
C (-6.0093, -3.1858, 2.1969)
C (-5.4473, -3.8217, 1.1113)
C (-4.0849, -3.6971, 0.8515)
C (-3.2798, -3.0016, 1.7412)
C (-3.8295, -2.3924, 2.8596)
N (-3.5697, -4.4372, -0.2593)
N (-2.7377, -3.9642, -1.0400)
C (-2.3161, -2.5982, -0.9816)
C (-3.1825, -1.5346, -0.8971)
C (-2.7313, -0.2123, -0.9934)
C (-1.3914, 0.0632, -1.1623)
O (-0.9434, 1.3186, -1.2151)
C (-0.4904, -1.0195, -1.2903)
N (0.8345, -0.7176, -1.4931)
C (1.6897, -1.6976, -1.6907)
C (1.3106, -3.0490, -1.6662)
C (0.0065, -3.3779, -1.4264)
C (-0.9453, -2.3529, -1.2283)
H (-5.7710, -0.7252, 5.7600)
H (-4.5457, -0.3152, 4.5400)
H (-4.3464, -1.7685, 5.5604)
H (-7.0687, -3.2559, 2.4026)
H (-6.0568, -4.4170, 0.4437)
H (-2.2091, -2.9593, 1.5832)
H (-3.1821, -1.8850, 3.5596)
H (-4.2397, -1.7221, -0.7637)
H (-3.4274, 0.6138, -0.9400)
H (2.7163, -1.4309, -1.9005)
H (2.0599, -3.8055, -1.8490)
H (-0.3209, -4.4089, -1.4053)

spin multiplicity: 1
highest occupied orbital energy: -9.96 eV
charge: +1
LUMO level: -3.41 eV
Kohn-Sham gap: 0.24086 Eh

Population analysis type Mulliken, resulting atomic charges in e: 5.15 -1.18 0.11 -1.20 -0.86 -0.27 -1.50 -0.21 -0.36 -0.94 -0.66 -0.71 0.73 -0.66 -0.64 -0.32 -0.92 -0.67 -0.71 1.12 -0.41 0.34 0.45 0.36 0.63 0.39 0.61 0.47 0.41 0.42 0.43 0.34 0.42 0.42 0.46 0.38 0.44 0.42 0.48 -0.82 -0.44 0.81 -0.65 -0.32 -0.18 -0.11 -0.40 -0.61 -0.33 -0.06 -0.34 -0.70 0.35 -0.78 0.31 -0.92 0.16 -1.44 -0.72 0.57 0.24 0.33 0.34 0.45 0.42 0.42 0.40 0.48 0.58 0.21 0.52 0.54

# 3
A molecular structure, C32H30NOSSb2Sc, computed with ωB97M-V/def2-TZVPD.

Cartesian coordinates (Å):
Sc (0.8844, -1.2425, -0.7250)
O (2.2674, -0.9506, -2.0572)
N (2.8002, -1.9141, -2.8372)
C (3.7526, -1.5484, -3.7170)
C (4.3182, -2.4967, -4.5264)
C (3.8905, -3.8197, -4.4156)
C (2.9126, -4.1572, -3.5032)
C (2.3484, -3.1798, -2.6892)
S (1.1076, -3.5102, -1.5045)
H (4.0037, -0.4988, -3.7156)
H (5.0809, -2.2013, -5.2309)
H (4.3248, -4.5843, -5.0448)
H (2.5637, -5.1741, -3.3970)
C (-1.0254, -0.5086, 3.1272)
C (-2.0812, 0.3953, 2.4961)
C (-2.7738, -0.1580, 1.2526)
Sb (-1.8139, 0.0095, -0.6564)
C (-2.0071, 2.0472, -1.1460)
C (-2.5854, 2.3863, -2.3668)
C (-2.7304, 3.7244, -2.7082)
C (-2.2986, 4.7155, -1.8390)
C (-1.7136, 4.3743, -0.6277)
C (-1.5595, 3.0404, -0.2797)
C (-3.2442, -0.9141, -1.8819)
C (-2.9034, -2.0299, -2.6418)
C (-3.8646, -2.6537, -3.4252)
C (-5.1615, -2.1628, -3.4481)
C (-5.5038, -1.0504, -2.6907)
C (-4.5477, -0.4218, -1.9073)
Sb (0.8687, -0.6128, 2.1444)
C (2.1943, -1.1649, 3.6622)
C (2.2595, -0.4213, 4.8375)
C (3.1470, -0.7982, 5.8337)
C (3.9595, -1.9101, 5.6563)
C (3.8913, -2.6509, 4.4860)
C (3.0076, -2.2798, 3.4820)
C (1.2078, 1.4315, 1.7176)
C (0.9141, 2.4590, 2.6119)
C (1.1607, 3.7789, 2.2598)
C (1.6873, 4.0860, 1.0117)
C (1.9798, 3.0746, 0.1086)
C (1.7408, 1.7569, 0.4712)
H (-1.3833, -1.5344, 3.2277)
H (-0.7776, -0.1626, 4.1326)
H (-1.6749, 1.3922, 2.3098)
H (-2.8571, 0.5400, 3.2535)
H (-3.7204, 0.3591, 1.0879)
H (-3.0052, -1.2193, 1.3676)
H (-2.9372, 1.6210, -3.0477)
H (-3.1860, 3.9901, -3.6527)
H (-2.4200, 5.7568, -2.1056)
H (-1.3767, 5.1477, 0.0503)
H (-1.0835, 2.7941, 0.6621)
H (-1.8923, -2.4253, -2.6320)
H (-3.6020, -3.5204, -4.0166)
H (-5.9101, -2.6476, -4.0601)
H (-6.5160, -0.6696, -2.7122)
H (-4.8242, 0.4529, -1.3296)
H (1.6337, 0.4510, 4.9866)
H (3.2042, -0.2241, 6.7485)
H (4.6493, -2.2007, 6.4370)
H (4.5244, -3.5178, 4.3543)
H (2.9577, -2.8670, 2.5721)
H (0.4971, 2.2415, 3.5884)
H (0.9447, 4.5711, 2.9643)
H (1.8757, 5.1171, 0.7444)
H (2.3923, 3.3106, -0.8629)
H (2.0283, 0.9793, -0.2441)

spin multiplicity: 1
highest occupied orbital energy: -13.99 eV
charge: +2
LUMO level: -6.59 eV
Kohn-Sham gap: 0.27214 Eh

Population analysis type Mulliken, resulting atomic charges in e: 0.15 -0.55 0.35 -0.17 -0.76 -0.12 -0.86 0.83 -0.42 0.47 0.44 0.44 0.45 -1.26 -0.16 -1.16 1.81 0.46 -0.53 -0.65 -0.66 -0.79 0.03 0.39 -0.64 -0.61 -0.50 -0.78 -0.03 1.14 0.80 -0.25 -0.73 -0.51 -0.59 -0.68 0.59 -0.43 -0.64 -0.58 -0.90 -0.17 0.56 0.48 -0.04 0.53 0.47 0.50 0.47 0.42 0.41 0.48 0.11 0.17 0.42 0.41 0.41 0.38 0.20 0.41 0.41 0.40 0.29 0.27 0.43 0.47 0.47 0.23

> Look up the highest occupied orbital energy of the second one.

-9.96 eV